# 1
{
  "formula": "C3H8NO2P",
  "method": "wB97M-V/def2-TZVPD",
  "species": ["C", "C", "C", "N", "O", "O", "P", "H", "H", "H", "H", "H", "H", "H", "H"],
  "xyz": [[-0.85241, -1.42149, -0.43085], [1.28957, 0.52615, -0.86563], [-1.01794, -1.05886, 0.83748], [2.25013, 0.21730, 0.05869], [0.28991, 1.27553, -0.56755], [-1.75538, 2.26454, 0.36444], [-0.33075, 1.69597, 0.90300], [-1.60223, -1.25596, -1.18814], [1.47451, 0.35291, -1.91432], [-1.95037, -0.65713, 1.20325], [-0.28006, -1.27707, 1.59301], [2.87064, -0.53919, -0.18423], [1.88592, 0.18320, 1.00477], [0.04928, -1.90688, -0.77001], [-2.32082, 1.60097, -0.04391]],
  "e_lumo_ev": [0.69, 0.69],
  "energy_ev": -18112.108,
  "gap_ha": [0.25017, 0.25032]
}

# 2
{
  "formula": "C5H11NO",
  "method": "wB97M-V/def2-TZVPD",
  "species": ["C", "N", "C", "C", "C", "C", "O", "H", "H", "H", "H", "H", "H", "H", "H", "H", "H", "H"],
  "xyz": [[-0.21930, 0.05184, -2.58394], [-0.28842, -0.91726, -1.50082], [-0.19302, 1.70429, 1.51761], [0.21764, 0.99577, 0.21188], [-0.45615, -0.37608, -0.17267], [0.51922, -0.92016, 0.82168], [0.36949, -1.16795, 1.98155], [-0.52670, -0.40209, -3.52374], [-0.93074, 0.85199, -2.35851], [0.75110, 0.54446, -2.65452], [0.45438, -1.60382, -1.49602], [-0.24447, 2.76946, 1.34819], [-1.19649, 1.36197, 1.76094], [0.49683, 1.48419, 2.32417], [-0.12245, 1.68305, -0.57971], [1.29671, 1.13019, 0.07775], [-1.51524, -0.32049, 0.04522], [1.43186, -1.19217, 0.25584]],
  "e_lumo_ev": 0.93,
  "energy_ev": -8899.185,
  "gap_ha": 0.36981
}

# 3
{
  "formula": "C7H13BrN2O",
  "method": "wB97M-V/def2-TZVPD",
  "species": ["C", "C", "C", "C", "C", "C", "C", "N", "N", "O", "Br", "H", "H", "H", "H", "H", "H", "H", "H", "H", "H", "H", "H", "H"],
  "xyz": [[-0.97630, -0.62638, -1.05751], [-0.66348, -1.45900, 0.16878], [0.64202, 1.17974, -0.13271], [0.26485, -2.55534, 0.09049], [-1.57510, -1.48696, 1.27916], [-0.43378, 1.84009, 0.77060], [1.50602, 2.25718, -0.83184], [-0.16032, 0.47829, -1.21583], [1.39696, 0.26632, 0.64407], [-1.71345, -0.97525, -1.93589], [2.86944, -0.52222, -0.11653], [0.36150, -3.04081, 1.03031], [1.16388, -2.15462, -0.44594], [-0.02213, -3.34597, -0.68208], [-2.55143, -1.95476, 0.97721], [-1.92458, -0.45234, 1.38916], [-1.27777, -2.12940, 2.20708], [-0.06817, 2.80309, 0.98811], [-0.49469, 1.35609, 1.65468], [-1.45146, 1.87867, 0.23535], [2.11635, 1.99533, -1.68955], [2.28463, 2.65406, -0.09173], [0.98255, 3.07781, -1.10419], [-0.27555, 0.91638, -2.13118]],
  "multiplicity": 3,
  "e_lumo_ev": [0.37, -1.65],
  "energy_ev": -82535.074,
  "gap_ha": [0.26988, 0.29841]
}

# 4
{
  "formula": "C22H26BCoN2O3S2",
  "method": "wB97M-V/def2-TZVPD",
  "species": ["Co", "C", "C", "N", "N", "C", "S", "S", "C", "C", "C", "C", "C", "C", "C", "C", "C", "C", "C", "C", "C", "O", "H", "H", "H", "H", "H", "H", "H", "H", "H", "H", "H", "H", "H", "H", "C", "C", "C", "O", "B", "O", "C", "C", "C", "H", "H", "H", "H", "H", "H", "H", "H", "H", "H", "H", "H"],
  "xyz": [[-0.35508, -0.20672, -1.85914], [-0.20918, 4.01718, -0.90869], [-0.74363, 2.63415, -1.13184], [0.10333, 1.69664, -1.34924], [1.43241, 2.03997, -1.30209], [2.29469, 1.03271, -1.68283], [1.83287, -0.24213, -2.54580], [3.93435, 1.35951, -1.11245], [3.65646, 1.26925, 0.69872], [2.66038, 2.23360, 1.25347], [1.39087, 1.77291, 1.59064], [0.44095, 2.63786, 2.10774], [0.75283, 3.97526, 2.29197], [2.01631, 4.44244, 1.96203], [2.96774, 3.57747, 1.44907], [-2.15340, 2.38710, -1.18723], [-2.98640, 3.52667, -0.97671], [-4.34524, 3.49780, -1.02034], [-4.99263, 2.27025, -1.29742], [-4.26077, 1.16273, -1.51922], [-2.81142, 1.14271, -1.47090], [-2.28890, 0.02029, -1.66452], [0.86727, 3.99969, -0.82364], [-0.61426, 4.45214, 0.00526], [-0.49436, 4.66924, -1.73614], [4.64809, 1.43985, 1.12015], [3.37059, 0.24956, 0.95739], [1.14646, 0.72598, 1.44390], [-0.54345, 2.26612, 2.36679], [0.01252, 4.65489, 2.69736], [2.26356, 5.48605, 2.11209], [3.95290, 3.94527, 1.18961], [-2.50290, 4.47198, -0.77535], [-4.91912, 4.39699, -0.85050], [-6.07344, 2.22061, -1.32831], [-4.72886, 0.21181, -1.73144], [1.13351, -4.97557, -1.34553], [0.95961, -4.05427, -0.14010], [1.96582, -4.41051, 0.94520], [1.22930, -2.70672, -0.60678], [0.02020, -2.09214, -0.91675], [-1.02483, -2.87704, -0.48631], [-0.50616, -3.94700, 0.34236], [-0.63681, -3.47858, 1.78985], [-1.34967, -5.19420, 0.11498], [2.13324, -4.83117, -1.75409], [0.40901, -4.74290, -2.12549], [1.02105, -6.02517, -1.06926], [2.96334, -4.47539, 0.51131], [1.72849, -5.37863, 1.39065], [1.98351, -3.66137, 1.73347], [-0.02601, -2.59574, 1.97436], [-0.33998, -4.25947, 2.49218], [-1.67741, -3.21996, 1.98274], [-1.39251, -5.45610, -0.93979], [-2.36624, -5.01255, 0.46286], [-0.94899, -6.04334, 0.67178]],
  "multiplicity": 5,
  "e_lumo_ev": [-0.30, -2.66],
  "energy_ev": -92332.539,
  "gap_ha": [0.24649, 0.19455]
}

# 5
{
  "formula": "C18H20B2Br10O16",
  "method": "wB97M-V/def2-TZVPD",
  "species": ["O", "C", "O", "B", "O", "C", "O", "O", "C", "O", "C", "O", "O", "O", "C", "O", "B", "O", "C", "O", "O", "C", "O", "C", "O", "O", "Br", "C", "C", "Br", "H", "H", "H", "H", "Br", "C", "C", "Br", "H", "H", "H", "H", "Br", "C", "C", "Br", "H", "H", "H", "H", "Br", "C", "C", "Br", "H", "H", "H", "H", "Br", "C", "C", "Br", "H", "H", "H", "H"],
  "xyz": [[0.73415, -2.59613, -2.05477], [0.52415, -1.59871, -1.35677], [1.34425, -0.99294, -0.50957], [0.57859, 0.20053, 0.00433], [-0.67410, 0.34716, -0.84785], [-0.80540, -0.71006, -1.64918], [-1.63314, -0.98252, -2.52508], [1.35760, 1.42259, -0.12264], [1.67552, 1.89082, 1.05887], [2.32958, 2.87901, 1.26249], [1.05231, 0.97245, 2.12559], [0.30730, 0.04421, 1.44090], [1.27259, 0.99355, 3.37945], [-9.59372, -3.80108, -1.53931], [-8.74071, -3.40887, -2.33224], [-7.80542, -2.47016, -2.27482], [-7.07624, -2.42949, -3.59270], [-7.80941, -3.44369, -4.43455], [-8.71435, -4.03422, -3.69379], [-9.48594, -4.93203, -4.03087], [-7.12430, -1.12841, -4.29508], [-5.81260, -0.82608, -4.58900], [-5.40396, 0.19435, -5.18252], [-4.89572, -1.94675, -4.11516], [-5.64204, -2.79620, -3.41519], [-3.66386, -2.01869, -4.26351], [-2.70204, 3.38190, 5.89597], [-0.71849, 3.11061, 5.98424], [-0.38589, 1.66463, 6.22050], [1.56579, 1.50350, 6.55945], [-0.30512, 3.79254, 6.72734], [-0.29413, 3.49839, 5.05815], [-0.56913, 1.11958, 5.29451], [-0.84616, 1.22709, 7.10639], [5.93640, 2.70246, 5.48782], [4.61701, 2.30414, 4.14101], [5.15748, 1.50357, 2.94422], [6.58371, 2.53438, 2.03379], [4.32044, 3.29844, 3.80709], [3.74956, 1.86019, 4.62940], [4.35924, 1.39863, 2.20944], [5.66126, 0.56670, 3.18208], [-0.79629, -0.08180, -5.42027], [-0.83271, 1.77387, -4.67400], [-2.04296, 1.90814, -3.88095], [-2.37990, 3.66881, -3.19590], [-0.77576, 2.50431, -5.48104], [0.03696, 2.00378, -4.05843], [-2.05250, 1.33817, -2.95190], [-2.92211, 1.60454, -4.44929], [1.84871, -3.88325, 4.52314], [3.40130, -3.27650, 3.48880], [2.83157, -2.32017, 2.40400], [4.34561, -1.80319, 1.15781], [3.90827, -4.08762, 2.96614], [4.13657, -2.75231, 4.09929], [2.47164, -1.44455, 2.94421], [1.99982, -2.61875, 1.76592], [2.78077, 0.10798, -3.94259], [4.24174, -0.35965, -2.71422], [4.47050, 0.87484, -1.79022], [4.97221, 2.51712, -2.78352], [5.18464, -0.51604, -3.23823], [3.89694, -1.26629, -2.21702], [5.28932, 0.80209, -1.07443], [3.56061, 1.01108, -1.20573]],
  "e_lumo_ev": 3.03,
  "energy_ev": -753542.861,
  "gap_ha": 0.31824,
  "total_charge": -2
}

# 6
{
  "formula": "C3H5BN2O2",
  "method": "wB97M-V/def2-TZVPD",
  "species": ["C", "N", "C", "N", "C", "H", "H", "H", "H", "O", "B", "O", "H"],
  "xyz": [[2.08717, 0.77441, -0.20955], [2.33543, -0.33229, 0.47902], [1.10742, -1.03163, 0.44712], [0.17965, -0.49149, -0.17604], [0.76071, 0.71333, -0.79475], [2.84640, 1.55074, -0.26569], [1.12146, -1.95949, 1.05233], [0.55506, 0.84131, -1.84467], [0.33695, 1.58548, -0.24001], [-4.01340, 0.76951, 0.63791], [-3.24704, -0.12506, 0.40915], [-2.49958, -1.15318, 0.25083], [-1.57022, -1.14164, 0.25434]],
  "e_lumo_ev": -0.09,
  "energy_ev": -10944.651,
  "gap_ha": 0.40148,
  "smiles": "C1=NC=NC1.O=BO"
}